ORCA calculation (ωB97M-V/def2-TZVPD) on C29H41GaN3O8P2S2 as an isolated structure in a non-equilibrium geometry.

Molecular weight (g mol⁻¹): 755.5
HOMO (hartree): -0.3825
Total charge: +1
Frontier orbital gap (Ha): 0.2755

```
86
Properties=species:S:1:pos:R:3:forces:R:3
Ga 0.5150 1.2965 -0.3862 -0.4 0.4 0.7
C 1.5728 -4.3270 -1.4878 -0.5 0.3 -0.7
C 0.6294 -3.5402 -2.3989 -0.1 -0.3 0.4
C 1.1986 -3.3146 -3.7810 -0.3 -0.4 0.0
O 0.4118 -2.2282 -1.7337 0.3 -1.1 -0.2
P -0.7419 -1.2232 -1.9480 0.2 0.5 -0.2
O -0.1222 0.1418 -1.8919 -0.5 -0.2 -0.1
C -1.9646 -1.4005 -0.6470 0.0 -0.6 0.0
P -1.2206 -1.1859 0.9885 -0.1 0.5 0.2
O -0.2144 -0.0820 0.8818 0.0 -0.2 -0.3
O -2.3419 -0.9257 2.0328 -0.1 0.1 -0.3
C -3.0360 0.4018 2.0853 0.7 0.2 0.1
C -4.4668 0.1640 1.7313 -0.5 -0.5 0.1
C -2.8374 0.9257 3.4857 -0.6 -0.1 0.0
O -0.5738 -2.5236 1.4340 0.1 -0.4 -0.1
C -1.3902 -3.6342 1.9648 -0.3 -0.2 -0.3
C -1.2985 -3.6593 3.4706 0.2 -0.2 -0.3
C -0.9655 -4.9352 1.3126 -0.4 -0.2 0.5
O -1.4152 -1.6136 -3.2904 0.2 -0.1 -0.1
C -2.6943 -1.1566 -3.8765 0.2 0.1 -0.1
C -2.7225 -1.7250 -5.2807 0.8 -0.3 0.0
C -2.7832 0.3564 -3.8337 -0.4 -0.8 -1.3
H 1.7131 -5.3140 -1.9234 0.0 -0.1 0.1
H 1.1768 -4.4213 -0.4847 0.0 0.0 0.1
H 2.5218 -3.8165 -1.4663 0.4 0.1 0.2
H -0.3338 -4.0727 -2.4659 0.1 0.4 0.1
H 2.1198 -2.7489 -3.7314 0.2 0.2 0.0
H 0.4855 -2.8254 -4.4464 0.1 0.0 0.1
H 1.4422 -4.2943 -4.1988 0.0 0.1 -0.1
H -2.4781 -2.3732 -0.7205 0.2 0.3 0.0
H -2.6969 -0.6178 -0.8266 -0.2 0.2 0.1
H -2.5153 1.0538 1.3719 -0.2 0.0 0.1
H -4.8895 -0.6064 2.4030 0.1 0.5 -0.2
H -4.5849 -0.2120 0.7125 0.0 0.1 0.0
H -5.0217 1.1002 1.8334 0.0 -0.2 0.0
H -3.3695 0.2382 4.1710 0.4 0.4 -0.1
H -3.2965 1.9219 3.5412 0.1 -0.3 0.1
H -1.7853 1.0376 3.7343 0.0 -0.1 0.1
H -2.4234 -3.4740 1.6690 -0.2 0.4 0.0
H -0.2662 -3.8615 3.7630 -0.1 0.0 0.1
H -1.9511 -4.4643 3.8078 0.1 0.0 0.2
H -1.6413 -2.7325 3.9129 0.0 0.2 0.0
H 0.0336 -5.2045 1.6180 0.4 -0.1 0.0
H -1.0406 -4.9413 0.2290 0.0 0.2 -0.1
H -1.6444 -5.7218 1.6862 0.3 0.3 -0.1
H -3.4564 -1.6377 -3.2670 -0.2 0.1 0.1
H -1.9397 -1.2609 -5.8971 -0.2 -0.1 0.2
H -3.6691 -1.5385 -5.7602 -0.4 0.1 0.0
H -2.5410 -2.8098 -5.2727 -0.1 0.3 0.0
H -1.8684 0.7906 -4.2125 0.2 0.1 -0.1
H -2.9762 0.7469 -2.8655 -0.2 0.4 0.8
H -3.6029 0.6240 -4.5221 0.3 0.2 0.4
O -0.9133 2.8610 1.8085 0.0 -0.3 -0.3
S 0.4464 2.9928 2.2660 -0.3 -0.6 -0.1
O 0.7449 2.6622 3.6257 0.2 -0.2 0.3
N 1.3386 2.0907 1.2300 -0.5 0.4 -0.2
C 2.6310 1.6683 1.4410 0.6 -0.1 0.1
C 3.4674 1.8679 2.5289 -0.4 0.0 -0.5
C 4.7568 1.3171 2.5550 0.2 -0.2 -0.5
C 5.2734 0.5760 1.5239 0.3 0.1 0.1
C 4.4911 0.3736 0.3774 -1.1 0.3 0.0
C 4.8786 -0.3673 -0.7504 0.4 -0.1 0.1
C 4.0394 -0.5578 -1.8136 0.4 0.1 0.1
C 2.7905 0.0417 -1.7747 -0.3 0.0 -0.2
N 2.3678 0.7428 -0.7431 0.4 -0.2 0.3
C 3.1785 0.9220 0.3515 0.1 -0.2 -0.2
C 0.9212 4.6288 1.9778 0.1 0.5 -0.4
C 1.5677 5.3247 2.9797 0.2 0.3 -0.2
C 2.0176 6.6108 2.7115 -0.1 0.0 -0.2
C 1.7754 7.1718 1.4666 -0.1 0.2 0.0
C 1.0765 6.4808 0.4749 0.1 -0.2 0.1
C 0.6516 5.1886 0.7225 0.3 0.2 0.5
H 3.1308 2.4564 3.3554 -0.2 0.1 0.4
H 5.3718 1.4958 3.4099 0.2 0.1 0.5
H 6.2829 0.1723 1.5447 -0.2 0.1 0.1
H 5.8767 -0.7804 -0.7570 0.1 -0.1 0.0
H 4.3436 -1.1357 -2.6723 0.0 0.0 -0.1
H 2.1100 -0.0631 -2.5985 -0.2 0.0 -0.1
H 1.7307 4.8672 3.9376 0.0 -0.2 0.2
H 2.5692 7.1686 3.4576 -0.1 0.0 0.0
H 2.1256 8.1773 1.2813 0.0 0.0 -0.1
H 0.8831 6.9126 -0.5015 0.1 0.1 0.2
H 0.1303 4.6247 -0.0319 -0.1 -0.1 0.0
S -3.0266 3.4816 -1.8984 -0.3 0.1 0.1
C -1.5783 2.9879 -1.4804 -1.8 0.7 -0.6
N -0.4904 2.6632 -1.2294 2.3 -0.8 0.9
```
Positions in Å, forces in eV/Å.

=====

ORCA calculation (ωB97M-V/def2-TZVPD) on C29H41InN5O7 as an isolated structure in a non-equilibrium geometry.

Molecular weight (g mol⁻¹): 686.5
HOMO (alpha / beta) (hartree): -0.5748 / -0.5748
Total charge: +3
Frontier orbital gap (alpha / beta) (Ha): 0.2456 / 0.1770

```
83
Properties=species:S:1:pos:R:3:forces:R:3
In -0.5510 0.6419 0.4377 -0.6 -0.2 -0.2
C -2.2926 2.7756 -1.6388 -0.4 -0.1 0.3
C -3.5685 2.0759 -1.1739 0.2 0.4 -0.3
O -3.2661 1.1604 -0.1327 0.5 0.0 0.2
C -4.0671 -0.0101 -0.1615 -0.2 -0.5 0.2
C -3.6404 -0.9562 0.9524 -0.4 0.4 -0.2
O -2.3718 -1.5012 0.6202 0.3 0.5 -0.3
C -1.9702 -2.6281 1.3631 0.5 -0.3 0.5
C -1.2014 -2.2658 2.6487 -0.7 -0.2 -0.3
O -0.1009 -1.3998 2.4210 0.0 0.3 -0.4
C 1.1931 -1.9548 2.4047 0.4 -0.1 -0.4
C 1.6765 -2.3935 1.0116 -0.3 -0.3 0.7
O 1.5953 -1.3227 0.0691 -0.3 0.3 0.0
C 2.7391 -0.7847 -0.4664 0.2 0.0 -0.9
C 2.3791 -0.2053 -1.8490 0.2 -0.3 0.1
O 1.4913 0.8763 -1.7056 -0.1 -0.1 0.4
C 0.7396 1.1112 -2.8983 -0.3 0.4 -0.2
C -0.2187 2.2759 -2.6988 0.3 -0.2 -0.2
O -1.3606 1.7841 -2.0284 0.0 -0.4 0.2
H -1.8692 3.3791 -0.8229 0.0 0.1 -0.1
H -2.5301 3.4358 -2.4806 0.0 0.0 0.1
H -4.0120 1.5468 -2.0240 0.0 0.0 0.1
H -4.2810 2.8281 -0.8105 0.1 -0.1 -0.1
H -3.9415 -0.5249 -1.1232 -0.1 0.1 0.1
H -5.1227 0.2599 -0.0322 0.1 -0.1 0.0
H -4.3812 -1.7615 1.0356 0.1 0.1 0.0
H -3.5941 -0.4092 1.9035 -0.1 -0.1 0.0
H -1.3352 -3.2108 0.6900 -0.1 -0.1 0.1
H -2.8386 -3.2321 1.6521 0.1 0.0 -0.1
H -0.8773 -3.1866 3.1398 0.0 0.0 0.0
H -1.8777 -1.7349 3.3264 0.1 -0.1 0.0
H 1.2521 -2.8237 3.0685 0.1 0.1 0.0
H 1.8532 -1.1681 2.7843 0.0 -0.1 0.0
H 1.0320 -3.1908 0.6301 0.2 0.1 0.0
H 2.7008 -2.7703 1.0972 0.0 0.0 -0.1
H 3.5469 -1.5249 -0.5692 -0.1 0.2 0.1
H 2.4108 0.8203 0.8155 0.4 0.2 0.1
H 1.9088 -1.0182 -2.4187 0.1 0.0 0.1
H 3.2870 0.1166 -2.3808 -0.1 -0.1 0.1
H 0.1385 0.2243 -3.1287 0.1 0.0 -0.1
H 1.4269 1.3232 -3.7249 -0.1 0.0 0.0
H -0.5029 2.6761 -3.6810 0.0 0.0 0.1
H 0.2595 3.0730 -2.1145 0.0 0.0 -0.1
N 3.2168 0.3257 0.4224 -0.7 -0.1 -0.2
C 4.4007 0.6939 0.7544 0.3 0.0 0.4
N 5.6236 0.4920 0.4109 -0.6 0.1 0.1
C 6.6796 0.8209 1.3618 1.0 0.6 0.6
C 7.4451 2.0684 0.8608 -0.2 -0.3 0.4
O 7.9532 1.8447 -0.4181 0.3 0.0 -0.1
C 6.9514 1.5707 -1.3481 -0.4 -0.3 -0.1
C 6.1563 0.3075 -0.9343 0.5 0.1 -1.0
H 7.3799 -0.0142 1.4031 -0.1 -0.1 0.0
H 6.2577 0.9939 2.3505 0.0 0.0 -0.1
H 8.3039 2.2590 1.5073 -0.2 0.0 0.0
H 6.7726 2.9388 0.8684 0.0 0.0 0.0
H 7.4512 1.3999 -2.3032 -0.2 0.0 0.0
H 6.2591 2.4219 -1.4464 0.1 0.0 0.0
H 6.8543 -0.5338 -0.9019 -0.2 0.0 0.0
H 5.3551 0.1031 -1.6424 0.0 0.0 0.1
N 1.0805 7.4020 3.9816 0.2 -0.4 -0.3
C 0.6000 8.3593 4.8427 -0.1 1.4 0.2
C 0.8283 9.7130 4.9707 0.4 -1.0 -0.9
C 0.1232 10.3940 5.9673 0.0 0.1 -0.1
C -0.8359 9.7532 6.7539 -0.6 -0.9 0.5
C -1.1083 8.4093 6.6054 -0.3 0.9 0.8
C -0.4050 7.6993 5.6134 0.7 -0.9 -1.0
N -0.5128 6.4340 5.1839 -0.9 0.1 1.3
C 0.4017 6.2538 4.2403 0.5 0.9 -0.3
C 0.6244 4.9743 3.6013 0.1 -0.7 -0.4
C 1.7423 4.7117 2.8036 -0.3 0.2 0.2
C 1.8595 3.4627 2.2215 0.1 0.1 -0.1
N 0.9649 2.4928 2.3727 0.2 0.0 0.1
C -0.0850 2.7332 3.1558 0.0 -0.1 0.0
C -0.3021 3.9413 3.7908 0.1 0.4 0.1
H 1.7792 7.5613 3.2720 0.0 -0.1 0.0
H 1.4794 10.2430 4.2930 0.2 0.1 0.1
H 0.3272 11.4406 6.1301 0.0 0.1 0.0
H -1.3549 10.3218 7.5074 -0.1 0.0 0.1
H -1.7909 7.8898 7.2589 -0.2 0.0 0.0
H 2.5075 5.4526 2.6372 0.1 0.1 0.0
H 2.7147 3.2340 1.5953 0.0 0.1 0.0
H -0.7841 1.9129 3.2779 -0.1 0.0 0.0
H -1.1665 4.1078 4.4150 -0.1 -0.1 0.0
```
Positions in Å, forces in eV/Å.